1.
131
Properties=species:S:1:pos:R:3:mulliken_charge:R:1 method="wB97M-V/def2-TZVPD" charge=0 lumo_ev=0.2 gap_ev=10.60 homo_energy_ev=-10.41 smiles="C[C@H]1COC(=O)O1.C[C@H]1COC(=O)O1.C[C@H]1COC(=O)O1.C[C@H]1COC(=O)O1.C[C@H]1COC(=O)O1.C[C@H]1COC(=O)O1.C[C@H]1COC(=O)O1.ClCCCl.ClCCCl.ClCCCl.ClCCCl.ClCCCl"
C 13.61988 20.58366 12.04117 -1.349
C 13.03224 20.41411 13.42260 1.930
C 13.51977 21.65907 14.32693 -0.420
O 12.31742 22.42436 14.35482 -0.466
C 11.21847 21.69465 13.98461 0.161
O 10.15640 22.09129 14.17976 -0.501
O 11.58466 20.48936 13.56249 0.357
H 14.68954 20.50461 12.11407 0.388
H 13.40033 21.60567 11.79571 0.723
H 13.17857 19.84870 11.35390 -0.263
H 13.26311 19.46540 13.87956 -1.179
H 14.31877 22.25591 13.80412 0.408
H 13.87548 21.37664 15.31800 0.226
C 15.95824 15.78069 8.65141 -1.022
C 14.93791 14.79655 8.08249 0.219
C 14.72704 13.53318 8.85491 0.314
O 13.35573 13.33638 8.86442 -0.252
C 12.74254 14.42726 8.36585 0.475
O 11.60172 14.52275 8.11027 -0.674
O 13.65121 15.39620 8.03313 -0.138
H 16.95218 15.33318 8.87897 0.285
H 15.59730 16.17761 9.58583 0.030
H 16.06520 16.61040 7.94707 0.357
H 15.23251 14.50360 7.07563 0.252
H 15.13235 13.68564 9.88409 -0.293
H 15.27608 12.69829 8.38823 0.298
C 15.87325 18.32367 12.98205 -1.158
C 16.01368 17.12602 13.93988 1.296
C 17.20106 16.97697 14.89319 -0.449
O 16.62927 17.18326 16.13247 -0.378
C 15.33322 17.28771 16.09541 0.433
O 14.60200 17.41058 17.03556 -0.544
O 14.88436 17.12373 14.82084 0.367
H 15.05375 18.24425 12.29049 0.041
H 16.77262 18.37584 12.34431 0.499
H 15.68677 19.22147 13.56707 0.331
H 15.98825 16.17008 13.37060 -0.889
H 17.98219 17.72734 14.76662 0.327
H 17.66353 15.99899 14.78337 0.258
C 9.14572 20.13174 11.23556 -1.242
C 8.82437 19.53628 12.60881 0.534
C 7.46367 18.81006 12.62288 -0.505
O 7.77674 17.54510 13.30722 -0.410
C 9.10243 17.41962 13.39141 0.016
O 9.66321 16.46578 13.87194 -0.431
O 9.80513 18.46414 12.94125 0.622
H 8.45231 20.92545 10.86082 0.409
H 9.14202 19.35432 10.44940 0.211
H 10.18907 20.50657 11.32876 0.013
H 9.00002 20.30064 13.36906 0.275
H 7.20777 18.64644 11.57098 0.293
H 6.66351 19.33766 13.09556 0.334
C 12.18852 13.13147 12.03229 -0.660
C 11.83229 14.63910 12.12982 2.183
C 12.62219 15.43530 13.18310 -0.603
O 12.58024 16.79670 12.64984 0.755
C 12.42359 16.73927 11.31844 -0.677
O 12.47445 17.65540 10.57585 -0.391
O 12.24621 15.44056 10.93360 0.006
H 13.26130 13.12219 12.08171 0.365
H 11.82324 12.69638 11.08769 0.203
H 11.68296 12.71948 12.90833 -0.257
H 10.77216 14.87267 12.34910 -1.135
H 13.64168 15.00185 13.19147 -0.225
H 12.20039 15.39314 14.17408 -0.061
C 12.65198 12.69211 17.85656 -1.254
C 13.75847 12.07639 17.06453 0.588
C 13.16626 11.31200 15.86015 -0.158
O 13.85972 11.99754 14.71296 -0.198
C 14.63708 12.93773 15.16184 0.463
O 15.24504 13.70112 14.45928 -0.385
O 14.75356 12.99444 16.51765 -0.352
H 11.99938 13.28996 17.23550 0.144
H 13.01249 13.25990 18.70516 0.385
H 12.00214 11.97718 18.40324 0.389
H 14.31214 11.39470 17.69708 0.273
H 12.09459 11.36512 15.60039 -0.111
H 13.47877 10.27988 15.65464 0.259
C 10.42903 16.64320 16.82392 -1.149
C 11.21658 17.85940 17.20140 0.821
C 11.92405 18.53054 16.00093 2.109
O 11.80190 19.94315 16.26528 -0.290
C 10.82084 20.09209 17.24962 0.444
O 10.44433 21.11507 17.64337 -0.522
O 10.30336 18.90286 17.58308 -0.398
H 10.91509 15.79228 16.39609 -0.010
H 9.77110 17.02550 16.04509 0.263
H 9.83448 16.27589 17.66104 0.490
H 11.95629 17.76946 18.02433 0.256
H 11.41725 18.25222 15.06402 -0.657
H 12.94214 18.23679 15.92437 -1.333
Cl 18.73190 12.74393 9.27064 -0.204
C 18.08497 12.00509 10.80708 0.001
C 18.08858 12.99322 11.97980 -0.562
Cl 17.07501 14.39249 11.61183 -0.007
H 18.74989 11.18351 10.97442 0.474
H 17.12340 11.57748 10.58224 -0.248
H 19.12440 13.38981 12.20234 0.376
H 17.63231 12.61138 12.89966 0.186
Cl 15.31546 7.86583 10.47901 -0.194
C 14.59503 9.21476 9.54474 -0.475
C 13.73709 9.99770 10.61104 -0.486
Cl 14.83714 10.68133 11.83931 -0.055
H 13.93650 8.73810 8.84336 0.437
H 15.31102 9.87715 9.09805 0.249
H 13.05902 9.34126 11.07568 0.572
H 13.16736 10.74976 10.06385 0.009
Cl 13.77717 18.70839 6.99404 -0.227
C 12.09102 18.16244 7.14426 0.154
C 11.32643 19.13549 7.97950 0.168
Cl 9.56254 18.80218 7.75225 -0.239
H 12.05126 17.18823 7.57625 -0.293
H 11.65792 18.08206 6.14108 0.412
H 11.52526 20.14482 7.75593 0.490
H 11.63325 18.95247 8.99831 -0.388
Cl 6.62183 13.05641 14.83312 -0.180
C 7.63354 13.54708 13.40606 0.018
C 8.64285 12.53513 13.06102 0.289
Cl 9.54840 12.02286 14.59804 -0.278
H 8.19606 14.48606 13.57619 -0.121
H 7.09625 13.60740 12.44830 0.258
H 9.38731 13.05112 12.43784 -0.502
H 8.16439 11.66459 12.68772 0.524
Cl 8.28548 12.13772 9.21363 -0.232
C 8.71224 13.68768 8.36921 0.597
C 7.93237 14.86695 8.98993 -0.954
Cl 8.54121 15.34312 10.61848 0.064
H 8.36507 13.60633 7.32963 0.413
H 9.80721 13.82534 8.46966 -0.463
H 6.89193 14.60995 9.01701 0.441
H 8.13496 15.72827 8.41280 0.291


2.
115
Properties=species:S:1:pos:R:3:mulliken_charge:R:1 method="wB97M-V/def2-TZVPD" charge=+1 lumo_ev=-2.4 gap_ev=8.86 homo_energy_ev=-11.29
O 1.64891 7.44352 -0.69614 -0.630
S 3.10532 7.34076 -1.04431 1.219
O 3.88010 7.24450 0.25879 -0.605
O 3.53332 8.76745 -1.82156 -0.468
C 3.51597 5.83890 -2.04998 -1.000
C 2.35203 4.70053 -2.00233 0.131
C 1.36814 4.76485 -3.27776 -0.732
C 1.41796 3.45500 -4.21600 -0.743
C 0.89924 2.11203 -3.51386 0.053
C -0.22170 2.17911 -2.35502 -0.280
O -1.41914 2.95026 -2.57124 -0.563
C -0.42837 0.56206 -2.16573 -0.283
N 1.04254 0.14410 -2.12017 0.294
C 1.24550 -1.33118 -2.25605 -0.564
O 1.91307 -1.78204 -1.04802 -0.380
C 2.25745 -3.15194 -1.10889 0.799
F 1.13650 -4.00906 -0.97665 -0.201
F 3.06730 -3.40207 0.04258 -0.250
F 3.04191 -3.51498 -2.22185 -0.221
C 1.96460 1.13255 -2.78192 0.320
C 3.01952 0.67041 -3.88791 -1.314
C 4.23725 -0.22384 -3.34363 -0.339
C 5.08489 0.45730 -2.17463 0.396
C 6.34506 1.34347 -2.50258 -0.551
C 7.21513 1.98778 -1.36355 -0.501
C 6.88052 1.78823 0.14732 -0.459
C 5.63576 0.93362 0.48594 -0.506
C 4.78030 0.28908 -0.64614 0.041
H 4.33499 8.55847 -2.36006 0.370
H 3.84454 6.07083 -3.12930 0.549
H 4.43776 5.35881 -1.54976 0.443
H 1.70577 4.86262 -1.07101 0.320
H 2.90498 3.70529 -1.91963 -0.373
H 1.75181 5.64145 -3.93171 0.507
H 0.28446 5.05986 -3.00995 0.273
H 2.45336 3.39030 -4.68978 0.174
H 0.68647 3.66929 -5.08758 0.352
H 0.35698 1.53114 -4.34385 0.424
H 0.35756 2.55834 -1.42237 0.294
H -1.49957 3.62096 -1.85128 0.412
H -0.91871 0.35005 -1.14601 0.002
H -0.84456 0.05207 -3.09579 0.555
H 1.24851 0.29069 -1.10358 0.558
H 1.72072 -1.67677 -3.23076 0.403
H 0.18896 -1.80732 -2.23275 0.385
H 2.56176 1.61526 -1.91633 -0.033
H 3.47453 1.51669 -4.50661 0.311
H 2.44032 0.00852 -4.64457 0.326
H 3.89864 -1.27172 -3.04015 0.036
H 4.96584 -0.35409 -4.23429 0.528
H 6.67022 1.52638 -3.58797 0.308
H 8.15201 2.60677 -1.58970 0.333
H 7.48743 2.20563 1.01224 0.367
H 5.32828 0.71703 1.56903 0.353
H 3.89983 -0.35429 -0.31997 0.131
C -5.36569 -1.67780 -1.66146 -1.403
C -4.09768 -2.46324 -1.97985 -0.157
C -3.21442 -2.69159 -0.75072 -0.021
C -2.78209 -1.37122 -0.18098 0.179
N -2.44202 -0.33067 0.26867 -0.710
H -5.13694 -0.67293 -1.29608 0.314
H -5.97696 -1.56441 -2.55988 0.413
H -5.96565 -2.19122 -0.90387 0.326
H -3.53309 -1.92828 -2.74699 0.241
H -4.37631 -3.43112 -2.40290 0.216
H -2.32763 -3.26867 -1.02714 0.217
H -3.75726 -3.25163 0.01630 0.402
C -3.42761 -6.88900 -3.71685 -0.809
C -3.99589 -6.67876 -5.11646 -0.443
C -3.22743 -5.62621 -5.91952 -0.423
C -3.29020 -4.30012 -5.21628 0.329
N -3.34099 -3.25595 -4.66326 -0.502
H -3.49429 -5.97936 -3.11376 0.065
H -3.98768 -7.66685 -3.19268 0.331
H -2.37833 -7.19651 -3.76155 0.297
H -5.04722 -6.38578 -5.03213 0.290
H -3.96939 -7.62897 -5.65734 0.316
H -3.66300 -5.52191 -6.91650 0.287
H -2.18072 -5.92022 -6.03599 0.276
C -1.55937 -1.01396 3.37844 -0.871
C -2.51149 -1.08987 4.56659 -0.604
C -2.62207 -2.50037 5.14912 -0.156
C -3.14646 -3.43832 4.09997 0.417
N -3.56011 -4.17879 3.27513 -0.584
H -1.90513 -1.63087 2.54599 0.033
H -1.48956 0.01344 3.01299 0.350
H -0.55423 -1.34507 3.65898 0.327
H -3.49996 -0.74000 4.25211 0.291
H -2.16237 -0.40752 5.34685 0.349
H -3.30201 -2.50757 6.00196 0.081
H -1.64531 -2.85273 5.49271 0.305
C -4.80769 -6.97630 8.36363 -1.156
C -5.37738 -6.75851 6.96567 -0.608
C -4.60775 -5.70428 6.16599 -0.310
C -4.66792 -4.37796 6.87890 0.403
N -4.72245 -3.32891 7.45347 -0.616
H -4.87139 -6.06947 8.97066 0.359
H -5.36893 -7.75530 8.88520 0.338
H -3.75919 -7.28602 8.31605 0.289
H -6.42796 -6.46346 7.05284 0.316
H -5.35379 -7.70653 6.42044 0.339
H -5.04440 -5.59518 5.17039 0.355
H -3.56205 -6.00061 6.04654 0.330
C 1.53388 7.46483 5.62583 -1.161
C 2.28631 7.92796 4.38261 -0.527
C 2.49137 6.80902 3.35868 0.061
C 3.29617 5.69783 3.97093 0.233
N 3.92946 4.82331 4.45276 -0.495
H 2.08718 6.69348 6.16783 0.348
H 1.38580 8.30097 6.31360 0.333
H 0.55080 7.06262 5.36222 0.298
H 3.25622 8.33468 4.68620 0.305
H 1.72850 8.74317 3.91261 0.336
H 3.02137 7.19355 2.48305 -0.017
H 1.52842 6.41247 3.02510 0.305